# 1
{"formula": "C30H60Br2F3N4O9", "method": "ωB97M-V/def2-TZVPD", "elements": ["C", "C", "C", "C", "O", "N", "C", "C", "C", "F", "Br", "C", "F", "F", "Br", "C", "N", "N", "C", "C", "C", "C", "C", "N", "H", "H", "H", "H", "H", "H", "H", "H", "H", "H", "H", "H", "H", "H", "H", "H", "H", "H", "H", "H", "C", "O", "C", "C", "O", "C", "H", "H", "H", "H", "H", "H", "H", "H", "H", "H", "C", "O", "C", "C", "O", "C", "H", "H", "H", "H", "H", "H", "H", "H", "H", "H", "C", "O", "C", "C", "O", "C", "H", "H", "H", "H", "H", "H", "H", "H", "H", "H", "C", "O", "C", "C", "O", "C", "H", "H", "H", "H", "H", "H", "H", "H", "H", "H"], "positions_angstrom": [[2.109, -1.423, 1.472], [2.651, -1.170, -0.054], [1.962, -2.119, -1.202], [2.689, -3.626, -1.255], [2.293, -4.297, -0.016], [2.767, -5.537, 0.105], [4.262, -5.623, 0.250], [4.545, -6.680, 1.512], [5.326, -5.909, 2.755], [6.597, -5.380, 2.206], [4.248, -4.376, 3.531], [5.562, -6.967, 3.992], [5.620, -8.396, 3.549], [6.779, -6.613, 4.774], [3.916, -6.833, 5.163], [2.184, -6.527, -0.867], [2.947, -7.173, -2.042], [0.862, -6.972, -0.735], [-0.076, -6.441, 0.374], [0.352, -6.897, 1.875], [-0.609, -6.297, 3.107], [-1.819, -5.336, 2.494], [-2.101, -5.034, 0.921], [-1.203, -5.606, -0.124], [1.534, -2.428, 1.639], [1.391, -0.562, 1.879], [3.062, -1.456, 2.187], [2.446, -0.018, -0.291], [3.829, -1.315, -0.100], [0.814, -2.212, -0.914], [1.983, -1.580, -2.250], [2.300, -4.113, -2.246], [3.832, -3.404, -1.372], [4.641, -4.531, 0.545], [4.851, -5.909, -0.722], [3.482, -7.047, 1.909], [5.159, -7.607, 1.147], [2.278, -7.784, -2.601], [3.573, -7.891, -1.570], [0.460, -7.684, -1.397], [1.275, -7.605, 2.120], [-0.427, -6.507, 4.243], [-2.549, -4.820, 3.279], [-3.002, -4.355, 0.589], [3.226, 3.153, 1.018], [2.085, 2.307, 1.105], [1.201, 2.695, 2.162], [-0.003, 3.476, 1.625], [0.395, 4.737, 1.081], [0.468, 4.715, -0.341], [3.716, 2.970, 0.058], [2.955, 4.211, 1.073], [3.927, 2.911, 1.823], [1.737, 3.274, 2.927], [0.841, 1.774, 2.630], [-0.683, 3.687, 2.457], [-0.554, 2.887, 0.883], [-0.543, 4.745, -0.763], [0.992, 3.829, -0.709], [1.013, 5.603, -0.671], [-4.563, 3.055, -4.472], [-5.077, 2.339, -3.354], [-4.045, 1.689, -2.606], [-3.690, 2.477, -1.341], [-3.088, 3.734, -1.662], [-4.008, 4.816, -1.559], [-5.346, 3.723, -4.841], [-3.691, 3.658, -4.205], [-4.295, 2.353, -5.268], [-3.156, 1.522, -3.229], [-4.434, 0.709, -2.310], [-2.952, 1.906, -0.767], [-4.572, 2.618, -0.705], [-4.175, 5.060, -0.505], [-4.963, 4.587, -2.039], [-3.570, 5.687, -2.056], [-6.723, -0.439, 1.441], [-7.245, -1.326, 2.425], [-6.895, -2.689, 2.164], [-5.730, -3.146, 3.048], [-4.523, -2.453, 2.717], [-4.237, -1.398, 3.629], [-6.801, 0.582, 1.824], [-5.673, -0.646, 1.219], [-7.316, -0.516, 0.523], [-6.665, -2.838, 1.100], [-7.775, -3.295, 2.404], [-5.548, -4.210, 2.866], [-5.971, -3.024, 4.110], [-3.852, -1.815, 4.567], [-5.119, -0.786, 3.835], [-3.468, -0.760, 3.186], [1.704, 9.284, -1.543], [1.407, 8.170, -2.378], [0.843, 8.568, -3.631], [1.887, 8.530, -4.751], [2.904, 9.515, -4.549], [4.096, 8.958, -4.005], [2.353, 8.942, -0.732], [2.222, 10.078, -2.089], [0.779, 9.678, -1.110], [0.382, 9.562, -3.555], [0.051, 7.849, -3.866], [1.394, 8.770, -5.699], [2.327, 7.530, -4.846], [4.642, 8.420, -4.788], [3.888, 8.282, -3.172], [4.722, 9.777, -3.640]], "e_above_lowest_ev": 10.578, "charge": 1, "orbital_gap_ev": 5.8307, "lumo_ev": -4.4}


# 2
{"formula": "C30H60MoP2Si2", "method": "ωB97M-V/def2-TZVPD", "elements": ["Mo", "C", "C", "C", "C", "C", "C", "H", "H", "H", "C", "H", "H", "H", "C", "H", "H", "H", "C", "H", "H", "H", "C", "H", "H", "H", "C", "C", "C", "C", "C", "C", "C", "C", "H", "H", "H", "H", "H", "H", "H", "H", "H", "H", "H", "H", "P", "C", "C", "P", "C", "C", "C", "H", "H", "H", "H", "H", "H", "H", "H", "H", "H", "H", "H", "H", "H", "C", "Si", "C", "C", "C", "Si", "C", "C", "C", "H", "H", "H", "H", "H", "H", "H", "H", "H", "H", "H", "H", "H", "H", "H", "H", "H", "H", "H"], "positions_angstrom": [[1.108, -0.114, 0.215], [-0.822, -0.581, 1.262], [-0.431, -1.670, 0.392], [1.184, -1.447, 2.050], [0.142, -0.509, 2.320], [0.809, -2.193, 0.887], [-2.148, 0.095, 1.222], [-2.338, 0.553, 0.237], [-2.230, 0.873, 1.979], [-2.938, -0.657, 1.404], [0.054, 0.288, 3.567], [-0.917, 0.780, 3.689], [0.806, 1.082, 3.611], [0.227, -0.333, 4.460], [2.309, -1.749, 2.993], [1.926, -1.935, 4.005], [3.029, -0.925, 3.081], [2.867, -2.635, 2.655], [1.575, -3.332, 0.303], [1.244, -4.268, 0.766], [2.650, -3.240, 0.488], [1.414, -3.424, -0.777], [-1.221, -2.256, -0.731], [-1.143, -3.352, -0.780], [-0.847, -1.860, -1.686], [-2.284, -2.014, -0.653], [-1.469, 3.309, -2.513], [-2.511, 2.507, -2.213], [-2.344, 1.021, -2.420], [-2.289, 0.635, -3.922], [-1.005, 0.043, -4.404], [0.309, 0.227, -3.777], [0.518, 1.593, -3.002], [-0.343, 2.860, -3.390], [-3.173, 0.467, -1.940], [-2.479, 1.511, -4.537], [-1.406, 0.679, -1.949], [-0.774, 2.677, -4.425], [-1.401, 4.336, -2.104], [-3.399, 2.829, -1.658], [0.374, 3.700, -3.498], [0.410, 1.377, -1.923], [0.489, -0.592, -3.074], [1.579, 1.896, -3.142], [-3.157, -0.002, -4.190], [-1.123, -0.872, -5.048], [-0.307, 1.708, -5.963], [-0.198, 3.377, -6.748], [-1.260, 0.752, -7.187], [1.838, -0.045, -4.874], [1.475, 1.306, -6.074], [1.619, -1.489, -5.967], [3.615, 0.121, -4.637], [0.824, 3.775, -6.672], [-0.883, 4.071, -6.242], [-0.476, 3.302, -7.810], [-1.125, 1.168, -8.194], [-2.319, 0.846, -6.915], [-0.986, -0.310, -7.157], [4.056, 0.554, -5.552], [4.051, -0.870, -4.455], [3.806, 0.796, -3.787], [2.070, 2.186, -5.783], [1.751, 1.042, -7.112], [2.342, -2.256, -5.673], [1.839, -1.235, -7.012], [0.616, -1.941, -5.952], [1.131, 5.021, 0.924], [0.384, 3.446, 1.651], [0.592, 3.529, 3.512], [-1.432, 3.462, 1.215], [1.216, 1.988, 0.696], [3.077, 1.763, 0.997], [3.558, 1.701, 2.832], [3.757, 0.207, 0.130], [4.026, 3.216, 0.222], [0.343, 5.780, 0.819], [1.567, 4.855, -0.068], [1.913, 5.435, 1.574], [0.595, 4.592, 3.798], [-0.255, 3.060, 4.030], [1.521, 3.091, 3.896], [-1.753, 4.496, 1.020], [-1.653, 2.885, 0.309], [-2.064, 3.076, 2.027], [1.029, 2.412, -0.310], [3.764, 2.719, 3.205], [4.493, 1.119, 2.926], [2.808, 1.237, 3.489], [4.308, 0.575, -0.749], [4.478, -0.270, 0.809], [3.082, -0.610, -0.248], [3.656, 3.419, -0.794], [3.935, 4.136, 0.818], [5.095, 2.960, 0.152]], "charge": 2, "orbital_gap_ev": [5.2489, 6.6568], "lumo_ev": [-6.3, -6.2], "spin_multiplicity": 3, "s2": 2.342}


- The highest charge belongs to which entry?
  C30H60MoP2Si2


- The highest charge belongs to which entry?
  C30H60MoP2Si2


- What is the formula in the second record?
  C30H60MoP2Si2


- The lowest charge belongs to which entry?
  C30H60Br2F3N4O9